Molecular formula: CH3O2
Method: DFT, ωB97M-V/def2-TZVPD

Structure (XYZ):
```
6
Properties=species:S:1:pos:R:3:nbo_charge:R:1
O 1.29934 -0.05241 -0.88920 -0.832
C 0.39947 -0.24561 0.00621 0.286
O -1.24010 0.32422 -0.13738 -0.939
H -0.10268 -1.40623 0.08200 0.004
H 0.71463 0.08042 1.00442 0.063
H -1.07066 1.29960 -0.06605 0.417
```

Computed properties:
Orbital gap ... 7.87 eV
Charge ... -1
Electronic energy ... -5179.6187 eV
ΔE to the lowest compared entry with this formula, charge and spin ... 0.7058 eV
Structure (SMILES) ... [O-]CO